C4H5NO2 | the ωB97M-V functional and the def2-TZVPD basis

XYZ file:
```
12
Properties=species:S:1:pos:R:3:forces:R:3:lowdin_charge:R:1
O 1.537455 -1.305885 0.212267 -1.8016 0.6966 1.6861 0.010
C 0.952104 -0.539164 -0.769677 -0.9836 0.3507 -0.6938 -0.335
C 0.647113 0.632335 0.161097 -0.0174 0.3509 0.0482 -0.210
C -0.842872 0.960275 0.173067 -0.5689 -0.6219 -0.2606 -0.018
N 0.328184 -0.451858 1.138802 2.5597 -1.8360 -0.3911 0.172
C -0.899242 -0.642019 0.316650 -0.2802 1.0027 0.2763 -0.275
O -0.421770 -1.068176 -0.927911 0.6560 0.1791 -0.1981 -0.036
H 1.433255 -0.498010 -1.750532 0.0018 -0.1580 0.2617 0.161
H 1.446718 1.305885 0.467448 -0.1635 -0.0340 -0.2476 0.147
H -1.353944 1.241850 -0.742130 0.1639 0.3355 -0.0868 0.110
H -1.101740 1.623015 1.014534 -0.0657 -0.6467 -0.2035 0.117
H -1.725257 -1.258246 0.706384 0.4996 0.3812 -0.1907 0.156
```
Positions in Å, forces in eV/Å.

## Properties
HOMO energy (Eh): -0.3732
Energy relative to the best compared isomer or geometry (same formula, charge and spin) (kcal per mole): 117.5
Net charge: 0
Orbital gap (eV): 10.53